No. 1
{
  "formula": "C33H45Cl2N8O",
  "method": "ωB97M-V/def2-TZVPD",
  "elements": ["H", "H", "C", "H", "H", "Cl", "H", "O", "C", "H", "H", "C", "C", "H", "N", "C", "H", "H", "C", "H", "C", "H", "H", "H", "C", "C", "H", "N", "H", "H", "C", "H", "C", "H", "N", "H", "H", "H", "H", "H", "C", "C", "H", "H", "C", "C", "C", "H", "H", "N", "H", "H", "C", "H", "C", "N", "N", "C", "H", "H", "C", "H", "H", "C", "H", "N", "C", "Cl", "C", "C", "H", "C", "H", "C", "C", "H", "C", "C", "N", "C", "C", "C", "H", "C", "H", "H", "H", "H", "H"],
  "positions_angstrom": [[0.3385, -3.4331, -1.2258], [3.2043, 3.4111, -7.5301], [8.1721, -3.9762, 0.4952], [-6.5244, -4.6824, -2.2894], [3.5945, 3.3474, -5.0588], [0.6721, 2.6159, -1.3442], [0.5464, 3.0538, -7.9190], [2.8108, -2.3072, -1.1391], [-5.9827, 1.8927, -1.5965], [-4.6836, -2.0412, 4.0157], [-4.4824, -3.3433, -1.1196], [0.5553, 0.1258, -0.0150], [-4.4615, -4.1063, -1.8814], [-0.5394, 2.7683, -5.4478], [7.3055, -3.0517, 1.0122], [7.4409, -5.0632, 0.0942], [1.5230, 2.9668, -3.7000], [2.9672, 6.1707, 3.5710], [2.1669, 6.0893, 5.5272], [-3.3389, -3.8907, 5.4691], [0.4960, 1.6664, 0.2043], [-3.8392, 2.2119, -2.1318], [-3.4707, 2.0989, 0.3465], [-2.3663, -4.2032, -2.1581], [1.3879, 7.5143, 3.9889], [-6.5615, 1.7263, -0.3104], [2.3324, 0.2989, -1.4057], [3.0518, -2.2214, 1.2705], [-0.9490, -2.5139, 2.1313], [-1.3392, -0.6690, 0.7156], [6.0280, -3.5398, 0.9532], [-0.9328, -4.1953, 4.2560], [3.0642, -2.0625, 0.1536], [-5.3847, -6.3855, -4.0688], [0.4020, -2.4892, -0.8254], [-0.1406, 8.4213, 5.2558], [-3.1846, -1.3616, 2.1326], [-0.9927, -1.5457, -2.2025], [1.4285, -1.9833, -2.5867], [0.6954, 3.8831, 2.4735], [-4.6349, 2.0582, -1.4205], [1.5380, -1.7962, -1.4968], [0.4717, -2.5363, 0.2005], [-2.7129, -5.9868, -3.8837], [2.4158, 3.2619, -6.8112], [1.3745, -0.2457, -1.3244], [-4.8751, -5.6909, -3.4212], [-0.2527, 2.3903, 2.6480], [7.8384, -5.9582, -0.3563], [2.3014, 6.5234, 4.2349], [1.3967, 2.5065, 3.4255], [2.8018, 5.3112, 5.9185], [-5.4718, -4.7994, -2.4898], [0.8052, 6.6925, 7.1227], [-3.5205, -5.5119, -3.3510], [-2.9160, -2.0388, 2.8245], [-3.2734, -4.5410, -2.4141], [-2.9907, -3.3797, 4.5865], [-1.6935, -2.4489, -0.7849], [0.9129, -0.4558, 0.8586], [0.6587, 7.7085, 5.1322], [-1.5845, 0.3417, -0.7501], [9.2310, -3.7805, 0.4568], [1.1534, 6.8044, 6.1086], [-6.4983, 1.8908, -2.5432], [2.6849, 3.2335, -5.4698], [-0.8922, -1.7582, -1.1173], [2.9156, 1.1756, 1.6200], [-0.9285, -0.4195, -0.2897], [0.5007, 2.9292, -5.6839], [1.3363, 7.9922, 3.0243], [-1.7129, -2.6989, 2.8713], [5.2341, -5.4306, 0.1986], [1.5233, 3.0261, -4.7756], [0.7798, 2.7773, 2.5500], [7.5671, -2.1539, 1.3792], [1.0680, 3.0784, -6.9759], [1.5100, 2.2475, 1.2505], [-4.3766, 2.0024, -0.0748], [-3.6961, -2.4473, 3.8714], [6.0795, -4.7869, 0.3845], [-1.7326, -3.5391, 3.9525], [-5.5557, 1.7169, 1.6823], [-5.5474, 1.7951, 0.6073], [1.9411, 3.1575, 0.7875], [5.1978, -2.9606, 1.3183], [-0.5225, 1.9011, 0.5800], [-7.6045, 1.5727, -0.0853], [0.7456, 0.0730, -2.1856]],
  "charge": 1,
  "homo_ev": -9.920,
  "max_force_ev_per_a": 4.3,
  "lumo_ev": -3.522
}

***

No. 2
{
  "formula": "C10H10BiBrClO4",
  "method": "ωB97M-V/def2-TZVPD",
  "elements": ["C", "C", "C", "Cl", "C", "H", "H", "O", "C", "O", "C", "C", "H", "Bi", "O", "C", "C", "H", "H", "H", "H", "C", "O", "H", "H", "H", "Br"],
  "positions_angstrom": [[1.3301, 1.6006, -2.8655], [2.3666, 0.8065, -2.2862], [-1.7177, -0.3384, 2.0924], [0.8553, 0.2545, 3.9333], [-2.2461, -1.0211, -0.0840], [-2.2298, -2.5137, 1.5435], [1.2956, 2.6932, -2.8701], [0.3713, -0.8380, 4.7357], [2.0047, -0.5698, -2.4498], [0.2896, 1.5196, 4.3259], [-2.0285, 0.4324, -0.0735], [-2.0837, -1.4683, 1.2167], [3.3039, 1.1724, -1.8683], [0.7596, 0.1825, -0.0365], [2.2694, 0.2218, 3.7063], [-1.8558, 0.8354, 1.2680], [0.7758, -0.6140, -3.1697], [-2.2233, 1.1188, -0.9020], [-1.8283, 1.8397, 1.6580], [-2.5123, -1.6412, -0.9627], [2.5984, -1.4209, -2.1246], [0.3510, 0.7246, -3.4032], [0.1947, -0.0529, 2.3134], [-1.8063, -0.3612, 3.1692], [0.2786, -1.5204, -3.5227], [-0.5739, 1.0305, -3.9040], [2.0613, -2.0728, 0.5604]],
  "charge": -1,
  "homo_ev": [-4.051, -3.622],
  "max_force_ev_per_a": 4.0,
  "lumo_ev": [2.094, 1.767]
}

***

No. 3
{
  "formula": "C19H30BrN3O3S",
  "method": "ωB97M-V/def2-TZVPD",
  "elements": ["H", "O", "N", "O", "C", "C", "H", "C", "H", "O", "H", "N", "H", "C", "H", "H", "H", "H", "N", "C", "C", "C", "C", "H", "H", "C", "H", "H", "H", "H", "H", "H", "C", "C", "H", "H", "H", "Br", "C", "C", "H", "H", "C", "H", "H", "C", "H", "C", "S", "H", "C", "C", "H", "H", "H", "C", "H"],
  "positions_angstrom": [[3.0494, -1.0632, -0.3298], [-0.5573, -2.8063, -0.6629], [0.7876, -1.3237, 1.1550], [-0.6622, -0.1528, 2.7975], [-1.9764, -4.7340, -0.5237], [-2.6827, -1.0648, -0.2813], [5.9243, -1.2009, 0.3104], [4.8102, -0.5004, -2.3240], [7.9739, -0.4112, 1.3723], [-1.2983, -2.4026, 2.0323], [7.1834, 1.7397, 2.3163], [5.1436, 0.7377, -0.1102], [0.7844, -2.0289, 0.4292], [2.9751, -0.4242, 0.5497], [4.9052, -1.3198, -4.3224], [-5.6951, -1.2877, -1.2991], [3.3712, -0.9794, 1.3999], [5.5693, -0.1531, 1.6938], [-2.7677, -2.4407, -0.4555], [3.7796, 0.8747, 0.3438], [7.4278, 0.2897, 0.7372], [-3.8478, 0.9468, -0.9274], [-1.6780, -3.2605, -0.5400], [-1.0517, -5.2685, -0.3267], [6.9623, 2.3862, 0.6912], [5.3486, 0.7093, -1.5412], [3.7997, 1.4137, 1.2989], [-2.7027, -4.9610, 0.2512], [6.4250, 0.7770, -1.7144], [-4.6542, 1.4552, -1.4329], [1.0662, 0.3785, -0.0670], [3.7190, -0.4853, -2.3243], [-1.7849, -0.3448, 0.4837], [-4.6464, -1.4648, -1.5310], [8.5894, 2.0276, 1.2882], [3.2566, 1.5056, -0.3797], [7.8771, 0.2475, -0.2560], [-2.9831, 3.5605, -0.2176], [5.3065, -0.4767, -3.7645], [7.5521, 1.7014, 1.2940], [-4.1159, -3.5986, -1.5917], [6.3927, -0.5299, -3.7970], [5.9648, -0.1621, 0.6761], [4.8977, 1.6193, -1.9519], [-4.7279, -3.0387, -0.0199], [-1.8915, 1.0380, 0.5032], [-4.5360, -1.4820, -2.6182], [-4.1217, -2.7654, -0.8904], [-0.7349, -1.1173, 1.7405], [5.1397, -1.4238, -1.8435], [-2.8829, 1.6678, -0.2266], [1.5055, -0.1156, 0.8134], [4.9950, 0.4414, -4.2586], [1.4013, 0.5490, 1.6742], [-2.3644, -5.0580, -1.4885], [-3.7465, -0.4235, -0.9307], [-1.2171, 1.5964, 1.1324]],
  "charge": 0,
  "homo_ev": -8.021,
  "max_force_ev_per_a": 0.9,
  "lumo_ev": 0.459
}

***

No. 4
{
  "formula": "C5H14",
  "method": "ωB97M-V/def2-TZVPD",
  "elements": ["H", "H", "H", "H", "H", "C", "H", "H", "H", "C", "H", "C", "C", "H", "H", "H", "C", "H", "H"],
  "positions_angstrom": [[1.6060, 0.8539, -1.8230], [-2.1379, 2.7424, 0.2236], [-2.7552, 1.3470, -0.6598], [1.3925, 0.8069, 0.0068], [2.5597, -2.5073, -0.1899], [-1.4995, 0.6962, 0.8848], [-1.4386, 1.0156, 1.9769], [1.7087, -1.6007, 1.1500], [0.8745, -1.3915, -1.7892], [1.7974, 0.3232, -0.9394], [-0.4771, 0.6309, 0.4248], [1.5217, -2.0023, 0.1974], [0.9949, -0.9939, -0.8018], [0.9006, -2.9355, 0.3966], [-3.3935, 1.8811, 1.0784], [2.7287, 0.3650, -0.5764], [-2.5012, 1.7555, 0.3691], [-1.7841, -0.3509, 0.6551], [-0.0976, -0.6355, -0.5841]],
  "charge": 0,
  "homo_ev": -10.684,
  "max_force_ev_per_a": 5.4,
  "lumo_ev": 1.101
}

***

No. 5
{
  "formula": "C27H74O10",
  "method": "ωB97M-V/def2-TZVPD",
  "elements": ["C", "O", "H", "C", "H", "C", "O", "H", "H", "H", "H", "H", "H", "H", "C", "H", "H", "H", "H", "H", "H", "H", "C", "H", "H", "H", "C", "C", "H", "H", "H", "H", "O", "C", "H", "H", "H", "H", "C", "C", "O", "H", "H", "H", "C", "H", "H", "H", "H", "H", "H", "H", "H", "H", "H", "C", "C", "H", "H", "O", "H", "C", "H", "O", "C", "C", "C", "H", "H", "H", "H", "H", "H", "C", "H", "C", "H", "C", "H", "H", "H", "C", "O", "H", "H", "C", "C", "H", "H", "H", "H", "O", "H", "H", "C", "H", "C", "H", "H", "H", "H", "H", "O", "C", "H", "H", "O", "C", "H", "H", "H"],
  "positions_angstrom": [[21.1106, -35.2080, -14.3437], [28.6024, -30.9792, -5.9174], [24.8106, -29.2616, -10.5323], [26.6820, -23.0478, -11.0538], [24.2914, -36.7704, -8.3952], [24.3924, -29.3332, -11.5363], [27.9128, -27.6299, -17.1554], [26.2861, -26.5034, -17.3498], [18.2176, -32.6477, -8.0375], [20.9509, -26.8865, -10.1950], [22.0362, -37.9391, -15.0477], [26.8708, -26.8067, -14.8433], [21.9600, -36.9809, -7.1330], [25.6910, -23.3102, -11.4241], [27.2972, -26.4218, -16.9509], [28.9679, -30.2760, -5.3757], [27.4224, -23.0211, -11.8533], [27.2860, -32.6096, -14.5298], [29.5321, -30.4428, -12.3207], [19.9667, -28.6152, -11.8657], [20.7266, -35.8681, -7.7035], [27.8889, -27.8084, -18.0983], [27.0542, -24.2220, -10.0811], [19.8212, -30.9002, -5.1747], [26.6453, -32.4480, -6.6961], [28.0932, -25.3709, -11.1756], [27.5095, -30.4956, -6.6415], [22.5588, -35.6003, -8.7905], [27.6480, -32.0118, -8.0998], [28.9604, -33.0561, -14.9679], [22.9606, -29.4635, -16.1409], [23.2498, -30.7856, -12.5837], [19.9886, -28.8571, -17.6680], [20.9668, -37.7477, -15.1363], [25.8977, -29.2196, -6.2664], [22.7858, -31.9065, -10.5631], [20.6278, -34.5378, -13.6325], [21.8058, -35.7058, -10.5208], [23.7847, -36.3606, -9.2690], [20.3996, -26.1244, -10.7459], [19.8401, -29.8481, -7.5151], [28.6118, -31.8946, -12.3189], [21.0245, -30.6019, -17.4020], [19.1374, -29.3010, -17.6764], [26.5590, -29.7890, -5.6132], [23.5515, -37.1578, -9.9747], [27.9497, -24.1463, -9.4643], [20.5844, -32.0126, -6.3303], [20.1913, -27.4128, -13.1206], [18.0598, -30.3756, -6.7178], [22.0332, -27.9628, -16.2944], [20.2405, -37.7561, -12.8451], [28.0844, -32.0139, -16.0464], [27.8125, -25.6693, -17.5479], [20.4256, -30.2658, -8.1510], [28.2105, -32.2655, -14.9934], [20.8687, -29.6615, -16.8733], [19.4380, -36.5144, -14.3228], [28.3872, -26.0998, -15.0773], [22.9618, -30.9628, -10.5742], [20.3777, -29.9055, -15.9312], [27.3732, -26.0752, -15.4762], [23.6108, -28.5755, -11.5917], [22.0244, -34.9645, -9.9513], [23.8342, -30.6750, -11.6703], [22.1956, -28.9512, -16.7245], [20.5155, -36.6076, -14.1874], [25.2390, -29.1786, -12.2052], [22.1752, -35.2638, -14.1165], [22.6085, -28.8202, -17.7247], [18.9720, -32.3697, -5.5590], [18.6230, -28.1855, -13.0112], [21.0692, -25.6888, -11.4875], [25.9464, -24.6280, -9.1153], [26.2036, -25.5088, -8.5269], [19.4638, -27.8228, -12.4200], [25.7686, -23.8683, -8.3541], [18.5460, -31.6583, -8.3560], [26.4957, -22.1359, -10.4865], [21.1746, -37.2602, -8.6872], [27.0256, -29.0421, -4.9709], [19.6337, -31.6120, -5.9786], [27.1791, -25.3738, -10.8824], [30.2819, -31.9052, -13.0049], [20.2032, -25.3169, -10.0406], [26.8996, -31.6506, -7.3944], [18.9514, -30.8676, -7.1064], [19.3233, -31.7501, -9.1145], [18.4488, -27.1090, -10.6049], [27.7878, -29.7272, -7.3627], [29.0946, -29.6069, -15.4451], [20.7804, -36.9639, -12.8946], [26.7911, -25.1719, -15.2931], [20.7694, -37.6324, -16.2020], [29.3515, -31.3467, -12.9026], [26.0138, -30.4974, -4.9895], [19.1202, -26.7086, -11.3644], [21.0347, -34.7703, -15.3391], [27.9046, -30.2971, -14.0122], [17.7305, -31.1757, -8.8947], [22.8825, -34.8269, -8.0940], [24.5751, -31.4678, -11.7738], [18.5564, -25.5999, -12.0445], [28.6979, -31.0126, -14.2291], [25.0190, -24.8503, -9.6430], [25.9494, -31.3679, -7.8476], [29.6028, -30.2324, -14.9235], [21.5636, -36.4896, -8.0216], [19.1818, -25.2885, -12.7028], [20.4077, -38.5840, -14.7166], [24.4405, -35.6929, -9.8278]],
  "charge": 0,
  "homo_ev": -9.804,
  "max_force_ev_per_a": 3.2,
  "lumo_ev": 0.307
}

***

No. 6
{
  "formula": "C4H9ClN3",
  "method": "ωB97M-V/def2-TZVPD",
  "elements": ["H", "H", "C", "N", "N", "H", "H", "C", "H", "H", "Cl", "N", "H", "H", "C", "C", "H"],
  "positions_angstrom": [[1.4806, -0.9607, 1.3199], [-2.8938, -2.4231, 0.1799], [-0.6074, 1.3691, 0.2581], [0.5680, -0.5279, 1.1430], [-1.1021, 2.4075, 0.5127], [1.0053, 1.2251, -1.7752], [0.1194, -0.2062, -1.6020], [-2.3632, -0.3650, 0.0414], [1.8218, -0.1556, -1.2701], [1.4925, 1.4590, 0.4420], [-3.8937, 0.2934, -0.1454], [-2.1999, -1.6937, 0.0748], [-2.0636, 2.8865, 0.4721], [0.0257, -0.4856, 1.9312], [0.9237, 0.4036, -1.2103], [0.6397, 0.7070, 0.2714], [-1.2823, -1.9427, 0.3779]],
  "charge": 1,
  "homo_ev": [-13.597, -13.597],
  "max_force_ev_per_a": 4.3,
  "lumo_ev": [-4.292, -4.292]
}